The following is a DFT calculation (ωB97M-V/def2-TZVPD) of one molecule with the formula C8H7BO2S.

Last column: Löwdin charge in e.
Element x y z (Å)
O: 2.3619 -1.6362 -1.7293  0.163
B: 2.1211 -0.8862 -0.5726  -0.577
O: 3.1980 -0.1991 0.0532  0.147
C: 0.7783 -1.0538 0.1362  -0.173
C: 0.5614 -1.9725 1.1434  -0.339
S: -0.9440 -1.5837 1.9121  0.981
C: -1.2150 -0.0221 1.0267  -0.396
C: -2.3577 0.8052 1.0514  -0.077
C: -2.4446 1.7856 0.0658  -0.089
C: -1.4620 1.8388 -0.9184  -0.086
C: -0.3564 0.9941 -0.9107  -0.024
C: -0.1850 0.0242 0.0687  -0.240
H: 3.2880 -1.5274 -1.9491  0.096
H: 3.1163 -0.2049 0.9887  0.078
H: 1.2677 -2.7742 1.4111  0.099
H: -3.0691 0.6717 1.8546  0.104
H: -3.3167 2.4114 0.0033  0.099
H: -1.6655 2.3543 -1.8842  0.117
H: 0.3234 0.9746 -1.7507  0.118

Forces on atoms 1 to 2 (eV/Å):
O -0.19 1.38 1.13
B 2.04 -1.20 -0.30

For the LUMO energy, the calculation gives 0.0170 Ha. The calculation puts the highest occupied orbital energy at -8.3 eV. For the energy, the calculation gives -882.6642 hartree. As for the relative energy (zero: lowest compared OMol25 entry of this formula, charge and spin): 16.7 kcal/mol. The calculation puts the frontier orbital gap at 8.77 eV.